One molecule with the formula C3H5NO2. Source: the Open Molecules 2025 dataset; level of theory: ωB97M-V/def2-TZVPD.

```
11
C3H5NO2 | the Open Molecules 2025 dataset | ωB97M-V/def2-TZVPD
H -2.614 -0.071 -1.314
N -2.061 0.182 -0.504
C -0.867 -0.063 -0.342
O 0.306 -1.320 -0.753
C 1.105 -0.776 0.305
C 0.342 0.509 0.197
O 0.364 1.505 1.162
H 2.159 -0.603 0.060
H 1.036 -1.296 1.266
H 0.645 0.319 -1.079
H -0.475 1.526 1.657
```

Results
Orbital gap   10.51 eV
2S+1   1
Net charge   0
SMILES   [H]/N=C1\OC[C@@H]1O
Lowest unoccupied orbital energy   0.6 eV
Energy above the lowest of the compared OMol25 structures with the same formula, charge and spin   5.2790 eV

Atomic partial charges in e from the natural (NBO) method, atoms 1 to 6: number 1, H, carries 0.408; number 2, N, carries -0.681; number 3, C, carries 0.565; number 4, O, carries -0.625; number 5, C, carries -0.111; number 6, C, carries -0.012